Formula: C47H55IrN7O4PSe
Source: the Open Molecules 2025 dataset
Level of theory: wB97M-V/def2-TZVPD

The value obtained for the HOMO-LUMO gap (alpha / beta) is 7.41 / 6.20 eV. For the energy, the calculation gives -145708.032 eV. Its expectation value of S² is 0.763. For the highest occupied orbital energy (alpha / beta), the calculation gives -0.5668 / -0.5729 hartree. The energy above the lowest of the compared OMol25 structures with the same formula, charge and spin is 25.40 kcal/mol. The molar mass is 1084.2 g/mol. Its spin multiplicity is 2. Its charge is +3.

Each line ends with the Mulliken charge.
Element x y z (Å)
Ir1 -2.37 0.34 -0.92  2.0780
N1 -3.63 -0.74 0.33  -0.6533
C1 -2.93 -1.55 1.36  0.7588
C2 -3.60 -2.93 1.43  -1.0588
C3 -3.10 -3.94 2.47  -1.3202
C4 -3.12 -3.45 3.91  -0.9792
N2 -1.89 -2.73 4.23  0.3006
C5 -1.45 -2.52 5.46  0.8487
N3 -0.24 -1.96 5.64  -0.3089
N4 -2.20 -2.80 6.52  -0.3903
C6 -1.44 -1.61 0.98  0.8535
O1 -0.63 -2.05 1.79  -1.0778
O2 -1.11 -1.16 -0.20  -1.1165
H1 -4.44 -0.21 0.67  0.4484
H2 -4.02 -1.37 -0.37  0.4337
H3 -2.99 -1.03 2.31  -0.0116
H4 -3.50 -3.40 0.44  0.5957
H5 -4.67 -2.76 1.59  0.4796
H6 -2.09 -4.28 2.22  0.3568
H7 -3.75 -4.81 2.40  0.4875
H8 -3.20 -4.32 4.57  0.8463
H9 -3.99 -2.81 4.10  0.4094
H10 -1.28 -2.49 3.44  0.0289
H11 0.38 -1.87 4.86  0.0826
H12 0.15 -1.85 6.56  0.2094
H13 -3.10 -3.23 6.42  0.1930
H14 -1.84 -2.72 7.46  0.2260
O3 -5.67 1.21 -0.08  -0.6591
C7 -4.89 1.71 -0.86  -0.1207
O4 -4.11 1.02 -1.68  -0.7712
C8 -4.61 3.18 -0.95  1.1902
C9 -5.55 4.10 -1.36  -0.5589
C10 -5.18 5.43 -1.51  -0.7405
C11 -3.87 5.83 -1.25  -0.8269
C12 -2.93 4.91 -0.81  -0.8104
C13 -3.30 3.57 -0.66  0.0429
P1 -2.20 2.36 0.08  0.8526
C14 -0.55 3.08 0.01  0.5497
C15 0.17 3.35 1.18  -0.3316
C16 1.43 3.93 1.10  -0.8042
C17 1.97 4.23 -0.14  -0.7420
C18 1.26 3.97 -1.31  -0.9053
C19 0.00 3.39 -1.23  -0.3616
C20 -2.65 2.21 1.81  0.3777
C21 -3.59 3.07 2.38  -1.0206
C22 -3.89 2.97 3.73  -0.8567
C23 -3.24 2.03 4.52  -0.9633
C24 -2.28 1.19 3.96  -0.7668
C25 -1.99 1.27 2.61  -0.2190
H15 -6.57 3.78 -1.57  0.5696
H16 -5.90 6.16 -1.84  0.4486
H17 -3.59 6.86 -1.37  0.4757
H18 -1.93 5.24 -0.57  0.4643
H19 -0.26 3.14 2.15  0.4798
H20 1.98 4.15 2.00  0.5004
H21 2.95 4.69 -0.20  0.4650
H22 1.68 4.22 -2.27  0.4730
H23 -0.56 3.20 -2.14  0.7286
H24 -4.09 3.81 1.77  0.4185
H25 -4.62 3.64 4.17  0.4804
H26 -3.47 1.97 5.57  0.4486
H27 -1.75 0.48 4.58  0.6566
H28 -1.22 0.64 2.18  0.8545
C26 5.78 -0.49 0.18  -0.8526
C27 5.47 -0.17 1.64  -0.7658
C28 4.03 0.28 1.90  -0.1467
C29 3.00 -0.83 2.02  -1.0262
N5 2.81 -1.62 0.80  1.4776
C30 2.14 -1.22 -0.30  -1.2702
Se1 1.29 0.42 -0.49  0.2507
N6 2.19 -2.19 -1.23  1.5354
C31 1.58 -2.17 -2.56  -0.1998
C32 2.59 -2.24 -3.71  -0.9632
C33 3.15 -0.90 -4.17  0.2256
C34 4.06 -0.22 -3.16  -1.0175
C35 2.87 -3.27 -0.70  1.0629
C36 3.16 -4.53 -1.23  -1.0399
C37 3.89 -5.38 -0.43  -0.8112
C38 4.33 -4.99 0.86  -0.8446
C39 4.03 -3.76 1.39  -1.0877
C40 3.28 -2.90 0.58  0.4977
H29 6.85 -0.69 0.05  0.4831
H30 5.53 0.35 -0.46  0.2571
H31 5.25 -1.37 -0.19  0.0243
H32 6.14 0.63 1.96  0.4231
H33 5.71 -1.02 2.28  0.2571
H34 3.72 0.98 1.12  -0.0397
H35 3.98 0.83 2.84  0.5632
H36 2.03 -0.44 2.30  -0.1291
H37 3.31 -1.55 2.78  0.6971
H38 0.99 -1.26 -2.62  -0.3602
H39 0.89 -3.02 -2.60  0.4345
H40 2.08 -2.73 -4.55  0.5132
H41 3.42 -2.90 -3.44  0.4215
H42 2.32 -0.23 -4.44  -0.4868
H43 3.71 -1.07 -5.09  0.5109
H44 3.51 0.19 -2.31  -0.0812
H45 4.60 0.62 -3.61  0.6169
H46 4.81 -0.91 -2.77  0.2841
H47 2.84 -4.83 -2.21  0.5420
H48 4.15 -6.36 -0.79  0.4781
H49 4.91 -5.69 1.44  0.4784
H50 4.38 -3.48 2.37  0.4165
N7 -1.42 0.91 -2.62  -0.9589
C41 -0.88 0.98 -3.63  0.6461
C42 -0.19 1.06 -4.87  0.2639
C43 -0.29 0.00 -5.77  -0.3502
C44 0.40 0.07 -6.97  -0.7516
C45 1.17 1.19 -7.26  -0.4353
C46 1.27 2.24 -6.36  -0.7936
C47 0.58 2.19 -5.16  -0.0814
H51 -0.91 -0.86 -5.54  0.5354
H52 0.32 -0.74 -7.68  0.4587
H53 1.71 1.24 -8.20  0.4497
H54 1.87 3.11 -6.60  0.4755
H55 0.64 3.01 -4.45  0.4750



Formula: C47H56AsCl2N5O2P2ReSSi2
Source: the Open Molecules 2025 dataset
Level of theory: wB97M-V/def2-TZVPD

The value obtained for the HOMO-LUMO gap (alpha / beta) is 6.23 / 6.45 eV. For the energy, the calculation gives -194365.803 eV. Its expectation value of S² is 0.761. For the highest occupied orbital energy (alpha / beta), the calculation gives -0.4440 / -0.4514 hartree. The energy above the lowest of the compared OMol25 structures with the same formula, charge and spin is 0.00 kcal/mol. The molar mass is 1205.2 g/mol. Its spin multiplicity is 2. Its charge is +2.

Each line ends with the Mulliken charge.
Element x y z (Å)
Re1 -0.10 0.29 -0.33  0.7344
C1 -3.22 2.35 3.14  -1.0740
Si1 -2.34 2.54 1.50  -0.0163
C2 -3.69 2.60 0.20  -0.8958
C3 -1.42 4.17 1.54  -0.7927
N1 -1.21 1.19 1.22  0.1610
P1 -0.35 0.48 2.41  0.6871
C4 0.79 -0.25 1.36  -0.8233
P2 1.03 -1.91 0.95  1.3636
N2 0.19 -1.82 -0.46  -0.0491
Si2 0.18 -2.99 -1.79  0.1646
C5 1.79 -2.85 -2.75  -0.3716
C6 -1.24 -2.74 -2.98  -0.7455
C7 -0.03 -4.73 -1.12  -1.2776
C8 2.79 -2.29 0.87  0.7785
C9 3.71 -1.38 1.40  -0.5957
C10 5.06 -1.67 1.39  -0.6162
C11 5.51 -2.86 0.83  -0.8153
C12 4.60 -3.76 0.30  -0.8751
C13 3.25 -3.48 0.33  -0.0327
C14 0.35 -3.19 2.01  1.0302
C15 -1.00 -3.53 1.90  0.0415
C16 -1.54 -4.52 2.70  -0.9679
C17 -0.73 -5.17 3.63  -0.8638
C18 0.60 -4.83 3.75  -0.7598
C19 1.15 -3.85 2.94  -1.1588
C20 0.44 1.64 3.54  0.9836
C21 -0.01 1.89 4.83  -0.4683
C22 0.62 2.86 5.61  -0.9388
C23 1.69 3.57 5.10  -0.6756
C24 2.15 3.32 3.81  -0.9633
C25 1.53 2.36 3.04  -0.6499
C26 -1.35 -0.64 3.39  1.0488
C27 -2.65 -0.95 2.99  -0.4903
C28 -3.42 -1.82 3.74  -1.0470
C29 -2.89 -2.42 4.87  -0.7904
C30 -1.58 -2.15 5.25  -0.8439
C31 -0.81 -1.26 4.51  -0.3443
H1 -3.69 3.30 3.37  0.4957
H2 -2.58 2.10 3.97  0.2226
H3 -4.01 1.60 3.09  0.3844
H4 -4.52 3.15 0.63  0.6946
H5 -4.06 1.61 -0.06  0.1543
H6 -3.41 3.13 -0.72  0.1930
H7 -2.13 4.99 1.57  0.4844
H8 -0.77 4.33 0.68  0.0817
H9 -0.81 4.24 2.44  0.3331
H10 2.48 -2.16 -2.26  -0.4194
H11 1.59 -2.47 -3.76  0.4595
H12 2.29 -3.81 -2.86  0.5711
H13 -1.37 -1.70 -3.30  -0.0862
H14 -2.19 -3.11 -2.60  0.3137
H15 -1.00 -3.33 -3.86  0.5209
H16 0.73 -5.05 -0.41  0.3418
H17 0.00 -5.41 -1.97  0.5233
H18 -0.99 -4.85 -0.64  0.2912
H19 3.35 -0.45 1.83  0.3861
H20 5.77 -0.98 1.83  0.5049
H21 6.57 -3.08 0.82  0.4214
H22 4.95 -4.69 -0.13  0.5026
H23 2.56 -4.21 -0.07  0.3118
H24 -1.62 -3.02 1.18  0.2661
H25 -2.58 -4.78 2.61  0.5048
H26 -1.15 -5.95 4.25  0.4483
H27 1.23 -5.34 4.47  0.4730
H28 2.20 -3.60 3.04  0.5121
H29 -0.84 1.35 5.25  0.3850
H30 0.27 3.05 6.62  0.4763
H31 2.18 4.32 5.71  0.4281
H32 2.99 3.87 3.42  0.5067
H33 1.90 2.14 2.04  0.3331
H34 -3.07 -0.48 2.11  0.4453
H35 -4.44 -2.04 3.44  0.4754
H36 -3.49 -3.10 5.46  0.4619
H37 -1.16 -2.62 6.13  0.4921
H38 0.20 -1.05 4.82  0.5531
O1 -2.26 5.09 -5.11  -0.5905
N3 -3.20 4.50 -4.62  1.0353
O2 -4.37 4.73 -4.81  -0.5777
C32 -2.88 3.39 -3.70  -0.4559
C33 -3.76 2.36 -3.66  -1.0969
C34 -3.49 1.21 -2.85  1.7572
C35 -4.39 0.15 -2.69  -1.3146
C36 -4.06 -0.87 -1.83  -1.4895
C37 -2.82 -0.86 -1.19  -0.2474
N4 -1.94 0.12 -1.36  0.8214
C38 -2.29 1.17 -2.14  -0.4434
C39 -1.40 2.29 -2.13  -0.3644
N5 -0.33 2.20 -1.30  0.8740
C40 0.49 3.24 -1.21  -0.8163
C41 0.27 4.43 -1.91  -1.5740
C42 -0.80 4.52 -2.77  -0.7150
C43 -1.68 3.43 -2.90  1.0706
H39 -4.67 2.42 -4.24  0.6302
H40 -5.33 0.15 -3.21  0.5685
H41 -4.73 -1.70 -1.66  0.6133
H42 -2.50 -1.67 -0.54  0.4100
H43 1.34 3.12 -0.54  0.5203
H44 0.95 5.25 -1.77  0.5971
H45 -0.97 5.43 -3.33  0.6884
C44 5.27 1.33 -1.99  -1.1728
As1 3.53 1.01 -2.75  0.9649
C45 3.84 -0.39 -4.03  -0.9593
C46 3.09 2.63 -3.68  -0.9288
S1 2.36 0.53 -1.00  -0.4695
H46 5.97 1.59 -2.78  0.4505
H47 5.60 0.43 -1.48  0.3325
H48 5.20 2.15 -1.27  0.4024
H49 2.92 -0.71 -4.50  0.1165
H50 4.53 0.01 -4.78  0.5315
H51 4.30 -1.22 -3.50  0.3862
H52 3.66 2.66 -4.61  0.4788
H53 3.38 3.47 -3.05  0.3943
H54 2.03 2.67 -3.91  0.1111
Cl1 1.13 0.84 -6.91  -0.1303
C47 -0.15 0.28 -5.86  -0.5543
Cl2 0.34 0.37 -4.14  -0.0356
H55 -0.37 -0.77 -6.07  0.3818
H56 -1.03 0.91 -5.98  0.3013



Formula: C47H56BIrN6P2S3
Source: the Open Molecules 2025 dataset
Level of theory: wB97M-V/def2-TZVPD

The value obtained for the HOMO-LUMO gap (alpha / beta) is 5.31 / 1.44 eV. For the energy, the calculation gives -113158.312 eV. Its expectation value of S² is 8.792. For the highest occupied orbital energy (alpha / beta), the calculation gives -0.4431 / -0.4872 hartree. The molar mass is 1066.2 g/mol. Its spin multiplicity is 6. Its charge is +3.

Each line ends with the Mulliken charge.
Element x y z (Å)
Ir1 0.49 -0.41 0.08  1.6066
C1 3.29 2.98 0.47  -0.8112
N1 3.90 1.87 1.23  0.2693
C2 4.65 1.98 2.41  -0.3939
C3 4.78 0.78 2.99  -0.7797
N2 4.10 -0.14 2.19  0.1926
B1 3.58 -1.56 2.66  0.3602
N3 2.36 -1.37 3.72  0.6164
C4 2.32 -2.06 4.91  -0.3057
C5 1.41 -1.51 5.71  -0.9092
N4 0.84 -0.37 5.03  0.2915
C6 0.06 0.72 5.54  -0.8509
C7 1.37 -0.40 3.70  -0.6787
S1 0.70 0.55 2.46  0.0259
C8 3.61 0.54 1.13  -0.2672
S2 3.08 -0.05 -0.36  -0.2363
H1 2.20 3.02 0.63  0.2750
H2 3.46 2.77 -0.58  0.4162
H3 3.72 3.92 0.75  0.1614
H4 5.01 2.93 2.64  0.5837
H5 5.12 0.55 3.98  0.4999
H6 4.46 -2.02 3.42  -0.1861
H7 3.22 -2.25 1.75  -0.1887
H8 3.01 -2.87 5.14  0.6003
H9 1.14 -1.71 6.74  0.5873
H10 -1.00 0.47 5.66  0.3136
H11 0.13 1.60 4.89  0.3054
H12 0.49 0.97 6.57  0.3728
C9 -3.09 -0.71 -1.22  -1.9643
N5 -2.76 -0.20 -2.56  1.0522
C10 -1.48 0.31 -2.94  -3.1037
P1 0.10 -0.36 -2.09  2.3451
C11 1.21 0.86 -2.85  -0.0183
C12 1.45 2.06 -2.17  -0.0268
C13 2.31 3.03 -2.70  -0.2951
C14 2.85 2.85 -3.95  -0.7950
C15 2.61 1.63 -4.65  -0.8225
C16 1.81 0.64 -4.07  -0.7881
C17 0.38 -1.91 -3.00  -0.1099
C18 1.58 -2.66 -2.90  -0.3512
C19 1.63 -3.97 -3.35  -0.8676
C20 0.56 -4.51 -4.08  -0.5274
C21 -0.53 -3.69 -4.41  -0.9451
C22 -0.60 -2.43 -3.83  -0.5581
C23 -3.81 0.15 -3.39  0.9907
C24 -5.12 -0.35 -3.21  -0.5076
C25 -6.19 0.10 -4.00  -0.6562
C26 -6.01 1.04 -5.05  -0.5694
C27 -4.70 1.50 -5.24  -0.7884
C28 -3.64 1.05 -4.44  -0.1332
P2 -1.82 -0.24 0.21  0.4764
C29 -2.71 -1.20 1.43  1.0878
C30 -2.35 -2.52 1.73  0.1108
C31 -3.12 -3.24 2.62  -0.3890
C32 -4.19 -2.62 3.32  -0.7049
C33 -4.58 -1.31 2.99  -0.9080
C34 -3.78 -0.58 2.13  -0.3184
C35 -2.31 1.46 0.51  0.7280
C36 -1.98 1.94 1.80  -0.8071
C37 -1.83 3.32 2.04  -1.0038
C38 -2.07 4.25 1.04  -0.7272
C39 -2.55 3.77 -0.22  -0.8703
C40 -2.77 2.41 -0.43  -0.8498
H13 -3.17 -1.81 -1.19  0.2870
H14 -4.03 -0.25 -0.97  1.1576
H15 -1.37 1.43 -2.80  0.7346
H16 -1.31 0.17 -4.00  1.3129
H17 0.89 2.26 -1.27  0.3970
H18 2.51 3.97 -2.15  0.4120
H19 3.27 3.68 -4.52  0.3929
H20 3.03 1.42 -5.61  0.4745
H21 1.63 -0.35 -4.52  0.4723
H22 2.34 -2.19 -2.30  0.3620
H23 2.52 -4.56 -3.13  0.5551
H24 0.61 -5.53 -4.49  0.4292
H25 -1.20 -3.99 -5.18  0.5455
H26 -1.54 -1.89 -4.01  0.3920
H27 -5.34 -1.01 -2.36  0.4231
H28 -7.23 -0.15 -3.73  0.3526
H29 -6.84 1.44 -5.66  0.3850
H30 -4.57 2.22 -6.07  0.3530
H31 -2.66 1.52 -4.57  0.3880
H32 -1.50 -2.96 1.20  -0.6601
H33 -2.93 -4.32 2.73  0.4460
H34 -4.72 -3.18 4.07  0.4988
H35 -5.49 -0.82 3.42  0.4497
H36 -3.96 0.51 1.98  0.3314
H37 -1.84 1.21 2.59  0.9653
H38 -1.66 3.71 3.05  0.4265
H39 -1.94 5.35 1.21  0.5673
H40 -2.96 4.46 -0.94  0.5613
H41 -3.13 2.10 -1.40  0.3632
C41 0.99 7.39 -0.19  -0.7458
S3 2.75 7.13 -0.59  0.4357
C42 3.47 7.13 1.02  -0.8436
H42 0.73 8.43 -0.42  0.4400
H43 0.79 7.06 0.85  0.2896
H44 0.34 6.78 -0.88  0.3153
H45 3.20 8.07 1.62  0.3961
H46 4.54 7.03 0.95  0.4079
H47 3.08 6.31 1.61  0.3064
C43 -0.18 -5.48 1.54  -1.5136
C44 1.19 -4.95 1.17  2.3050
C45 2.21 -5.12 2.29  -1.5645
C46 1.71 -5.57 -0.08  -1.8034
C47 1.22 -3.46 1.01  -0.8051
N6 0.94 -2.36 0.66  -0.1502
H48 -0.16 -6.55 1.53  0.4580
H49 -0.90 -5.02 0.89  0.4673
H50 -0.44 -5.21 2.62  0.2646
H51 2.57 -6.10 2.58  0.4468
H52 1.76 -4.71 3.24  0.2821
H53 3.17 -4.59 2.16  0.3551
H54 1.74 -6.70 -0.06  0.4446
H55 2.75 -5.37 -0.36  0.3987
H56 1.16 -5.36 -1.01  0.3829